Here is a 2-piece molecular cluster, C2H2I2S2 overall in a non-equilibrium geometry from OMol25. Energies are from ωB97M-V/def2-TZVPD.

Its net charge is 0. The calculation puts the HOMO energy at -8.22 eV. The maximum force is 0.04909 hartree/bohr. The SMILES is S=C=C(S)I.I. Its energy relative to the best compared isomer or geometry (same formula, charge and spin) is 103.3 kJ/mol. As for the spin multiplicity: 1.

Each line ends with the Mulliken charge.
Element x y z (Å)
1 C 1.30 0.00 -0.02  0.330
2 C 0.65 -1.15 0.03  -0.168
3 S 3.07 0.12 0.21  -0.170
4 S 0.06 -2.58 0.49  -0.237
5 I 0.21 1.71 -0.51  0.122
6 I -4.01 0.72 -0.11  -0.101
7 H 3.21 -1.15 0.10  0.127
8 H -4.50 2.34 -0.19  0.097

Here is one molecule with the formula C2H2I4 in a non-equilibrium geometry from OMol25. Energies are from ωB97M-V/def2-TZVPD.

Its net charge is 0. The calculation puts the HOMO energy at -8.75 eV. The maximum force is 0.08369 hartree/bohr. Its energy relative to the best compared isomer or geometry (same formula, charge and spin) is 108.3 kJ/mol. As for the spin multiplicity: 1.

Each line ends with the Mulliken charge.
Element x y z (Å)
1 C -0.33 0.00 0.53  -0.471
2 C -1.19 0.16 -0.47  -0.351
3 I 1.83 -0.33 0.02  0.481
4 I 2.99 2.30 -0.15  -0.337
5 I 1.11 -3.05 -0.10  -0.304
6 I -3.25 0.60 -0.03  0.084
7 H -0.30 0.04 1.64  0.424
8 H -0.86 0.28 -1.42  0.474

Here is a 2-piece molecular cluster, C2H2IN overall in a non-equilibrium geometry from OMol25. Energies are from ωB97M-V/def2-TZVPD.

Its net charge is 0. The calculation puts the HOMO energy (alpha / beta) at -8.25 / -8.27 eV. The maximum force is 0.07447 hartree/bohr. Its energy relative to the best compared isomer or geometry (same formula, charge and spin) is 379.6 kJ/mol. As for the spin multiplicity: 1.

Each line ends with the Mulliken charge.
Element x y z (Å)
1 C 0.68 -0.81 0.48  0.446
2 C 0.10 -0.53 -0.69  -0.500
3 N 1.12 -1.02 1.52  -0.227
4 I -1.39 3.17 0.88  -0.211
5 H 0.00 0.47 -0.86  0.253
6 H -0.49 -1.28 -1.33  0.240

Here is a 2-piece molecular cluster, C2H2INO3 overall in a non-equilibrium geometry from OMol25. Energies are from ωB97M-V/def2-TZVPD.

Its net charge is 0. The calculation puts the HOMO energy at -8.78 eV. The maximum force is 0.07255 hartree/bohr. Its energy relative to the best compared isomer or geometry (same formula, charge and spin) is 536.7 kJ/mol. As for the spin multiplicity: 1.

Each line ends with the Mulliken charge.
Element x y z (Å)
1 C 0.67 1.32 -0.57  0.633
2 C -1.19 -1.47 0.00  -0.077
3 N 1.48 1.74 0.22  -0.254
4 O -0.13 1.22 -1.44  -0.405
5 O -2.09 -1.65 -0.99  -0.329
6 O 2.46 1.07 0.99  -0.294
7 I -1.59 -2.60 1.69  0.016
8 H -2.04 -1.06 -1.74  0.371
9 H 2.43 1.43 1.84  0.339